No. 1
13 unconnected molecules or ions with the total composition C44H123N17O15, computed with the ωB97M-V functional and the def2-TZVPD basis.

Structure (XYZ):
```
199
Properties=species:S:1:pos:R:3:mulliken_spin:R:1
C -1.8509 5.9166 -0.8933 -0.0004
O -1.0466 5.3407 -0.1701 0.0000
N -1.5174 7.0154 -1.5428 -0.0002
N -3.1776 5.6957 -1.0182 0.0003
H -0.5631 7.3400 -1.4799 -0.0001
H -2.1128 7.3936 -2.2656 -0.0001
H -3.6496 5.1708 -0.2958 -0.0001
H -3.7161 6.2460 -1.6719 -0.0001
C -0.3765 -5.9840 -0.9147 0.0000
O 0.7824 -6.0238 -0.7575 0.0000
N -1.1771 -5.1239 -0.4519 0.0000
N -1.0202 -6.7549 -1.7754 0.0000
H -2.1745 -5.1710 -0.6043 0.0000
H -0.8929 -4.4822 0.2744 0.0000
H -0.5016 -7.3149 -2.4368 0.0000
H -2.0244 -6.6572 -1.8225 0.0000
C -5.2962 0.3336 4.3964 0.0001
O -5.7896 -0.7380 4.6522 0.0000
N -4.2674 0.4714 3.6831 0.0000
N -5.6557 1.3911 4.9529 0.0000
H -3.7763 1.3077 3.4010 0.0000
H -3.8991 -0.4416 3.4575 0.0000
H -5.1385 2.2307 4.7345 0.0000
H -6.2637 1.3711 5.7592 0.0000
C 4.3791 -5.9791 -0.0023 0.0000
O 5.4955 -5.8001 0.3048 0.0000
N 3.8452 -6.0628 -1.1872 0.0000
N 3.3985 -6.2260 0.8328 0.0000
H 2.8483 -5.9304 -1.2806 0.0000
H 4.4376 -5.9890 -2.0019 0.0000
H 3.5933 -6.3588 1.8149 0.0000
H 2.4540 -6.1162 0.4922 0.0000
C 2.0058 -2.5652 -2.1713 0.0004
O 1.3367 -1.3408 -1.7969 0.0010
C 0.0547 -1.1820 -2.4082 0.0012
C -0.4460 0.2870 -2.1976 -0.0099
N -0.8709 0.5147 -0.8679 0.0268
C -1.0107 1.8937 -0.5840 0.0229
C -1.3305 1.8732 0.8898 0.0021
O -0.1076 1.4561 1.5845 -0.0025
C -0.3545 1.0480 2.8791 0.0007
H 1.5619 -3.4268 -1.6725 -0.0001
H 3.0801 -2.5190 -1.9928 0.0002
H 1.9596 -2.6995 -3.2520 0.0001
H -0.5813 -2.0001 -2.0703 0.0005
H 0.2648 -1.3084 -3.4703 0.0005
H -1.2512 0.5381 -2.8880 0.0137
H 0.3529 0.9449 -2.5397 0.0033
H -0.1100 0.1554 -0.3092 0.0005
H -1.8032 2.4399 -1.0956 -0.0097
H -0.1157 2.4883 -0.7668 0.0028
H -2.2153 1.2766 1.1122 -0.0027
H -1.5228 2.9175 1.1359 -0.0040
H -1.1282 0.2808 2.8479 -0.0008
H -0.6180 1.9371 3.4519 -0.0002
H 0.4637 0.5656 3.4139 -0.0005
C 1.2049 4.5469 -2.5156 0.0093
O 0.1291 4.8917 -3.4431 0.0038
C -0.6494 3.8026 -3.8325 0.0632
C -1.9487 4.3042 -4.5198 0.0385
N -2.7805 3.1538 -4.9275 0.7164
C -3.4064 2.4647 -3.7556 0.0415
C -4.4405 1.3439 -4.0351 0.0066
O -5.0614 0.7252 -2.8897 0.0065
C -4.2938 0.1977 -1.7771 0.0090
H 1.5207 3.5526 -2.8312 -0.0005
H 0.8710 4.5077 -1.4787 -0.0003
H 2.1045 5.1573 -2.5941 -0.0013
H -0.9485 3.2044 -2.9718 0.0191
H -0.0840 3.1370 -4.4848 -0.0032
H -1.7149 4.8441 -5.4374 0.0255
H -2.5125 5.0068 -3.9062 -0.0125
H -2.2338 2.4489 -5.4011 -0.0140
H -3.9965 3.1514 -3.1486 -0.0060
H -2.5835 2.0938 -3.1446 0.0500
H -4.0308 0.5652 -4.6784 -0.0019
H -5.1895 1.7134 -4.7354 0.0067
H -3.4428 0.8214 -1.5036 0.0021
H -3.9075 -0.7956 -2.0055 -0.0009
H -4.9424 0.0938 -0.9073 0.0002
C -4.9686 -5.9297 -3.4166 0.0000
C -3.8858 -5.0932 -2.6944 -0.0001
C -4.0006 -3.5988 -3.0274 -0.0003
O -3.8416 -3.4291 -4.4361 0.0000
C -2.5936 -2.7614 -4.7877 -0.0003
N -3.9653 -5.2905 -1.2088 0.0000
H -4.7210 -6.0507 -4.4712 0.0000
H -6.0401 -5.7578 -3.3138 0.0000
H -4.8695 -6.9309 -2.9973 0.0000
H -2.8488 -5.3175 -2.9440 0.0000
H -3.2755 -3.0115 -2.4639 0.0005
H -4.9601 -3.2367 -2.6581 -0.0001
H -1.7222 -3.1396 -4.2532 0.0000
H -2.5618 -1.7301 -4.4362 -0.0001
H -2.3895 -2.8991 -5.8496 0.0000
H -4.6148 -4.6537 -0.7697 0.0000
H -4.4098 -6.1679 -0.9794 0.0000
C 1.1541 -1.9569 5.6140 0.0001
C 2.5033 -2.2290 4.9684 0.0000
C 3.5233 -1.0070 5.0973 0.0000
O 2.9908 0.2465 4.5995 0.0000
C 3.4329 0.5693 3.2455 0.0003
N 3.0411 -3.3962 5.6535 0.0000
H 0.7887 -0.9686 5.3353 -0.0001
H 1.1312 -2.0711 6.6978 0.0000
H 0.4920 -2.7405 5.2456 0.0000
H 2.4017 -2.5547 3.9331 0.0000
H 4.4113 -1.2002 4.4954 0.0000
H 3.8649 -0.9037 6.1272 0.0000
H 3.0149 1.5178 2.9084 -0.0003
H 3.3919 -0.1612 2.4375 0.0000
H 4.4857 0.8382 3.3321 0.0000
H 2.2852 -3.9752 5.9904 0.0000
H 3.3223 -3.0322 6.5527 0.0000
C 5.9055 -3.7204 -2.5927 0.0000
C 5.1326 -4.1987 -3.8358 0.0000
C 5.9432 -4.0551 -5.1654 0.0000
O 5.1587 -4.5832 -6.2290 0.0000
C 5.7025 -4.2313 -7.4856 0.0000
N 4.8543 -5.5768 -3.6524 0.0000
H 6.3299 -2.7222 -2.7003 0.0000
H 6.6668 -4.4799 -2.4148 0.0000
H 5.3756 -3.6948 -1.6405 0.0000
H 4.2119 -3.6248 -3.9408 0.0000
H 6.8426 -4.6708 -5.1678 0.0000
H 6.0934 -3.0167 -5.4608 0.0000
H 5.1245 -4.6614 -8.3036 0.0000
H 6.7548 -4.5058 -7.5584 0.0000
H 5.5771 -3.1685 -7.6921 0.0000
H 4.6297 -5.7065 -4.6285 0.0000
H 5.7513 -6.0383 -3.6017 0.0000
C -4.5381 2.7592 0.4839 0.0022
C -4.9138 3.8169 1.5623 0.0000
C -3.8893 4.2767 2.6434 0.0003
O -3.8064 3.2451 3.5782 -0.0001
C -3.0673 3.6898 4.7079 0.0001
N -5.3611 4.9838 0.8163 0.0000
H -4.5466 1.7480 0.8906 -0.0002
H -3.5836 3.0190 0.0261 -0.0036
H -5.3082 2.8148 -0.2855 -0.0001
H -5.7439 3.4652 2.1750 -0.0001
H -4.4310 5.0821 3.1393 0.0000
H -2.9425 4.5715 2.1910 -0.0003
H -3.5711 4.5157 5.2101 0.0000
H -2.0354 3.9461 4.4678 -0.0002
H -2.9993 2.8800 5.4343 0.0000
H -6.2891 4.7528 0.4913 0.0000
H -5.4754 5.8379 1.3432 0.0000
C 3.4362 2.8623 0.3072 -0.0008
C 3.0865 1.6125 -0.5814 -0.0001
C 4.2700 0.9713 -1.3131 0.0003
O 4.5871 1.8533 -2.3940 0.0001
C 5.6952 1.5702 -3.2537 0.0000
N 2.4348 0.5834 0.2474 0.0004
H 4.2011 3.4786 -0.1653 -0.0001
H 3.7473 2.7273 1.3431 0.0001
H 2.5961 3.5540 0.3693 0.0006
H 2.3810 1.8616 -1.3740 -0.0001
H 4.0257 -0.0310 -1.6650 -0.0001
H 5.0584 0.9044 -0.5635 -0.0001
H 5.6094 0.5722 -3.6835 0.0000
H 6.5339 1.5256 -2.5589 0.0000
H 5.8829 2.3290 -4.0133 0.0000
H 1.5717 1.0085 0.5547 -0.0004
H 2.1016 -0.2187 -0.2682 0.0000
C 3.0962 7.2695 5.1298 0.0000
C 2.6961 5.8482 5.5135 0.0000
C 2.3634 4.9108 4.3688 0.0000
O 1.2014 5.4357 3.7208 0.0000
C 0.9642 4.6500 2.5148 -0.0002
N 3.8182 5.4108 6.3519 0.0000
H 2.3640 7.6169 4.4009 0.0000
H 4.0131 7.3611 4.5477 0.0000
H 3.1624 7.9730 5.9598 0.0000
H 1.7912 5.8854 6.1201 0.0000
H 2.2757 3.9180 4.8103 0.0000
H 3.1704 4.7084 3.6647 0.0000
H 1.1590 3.5831 2.6233 0.0000
H 1.5621 5.0500 1.6958 0.0000
H -0.0769 4.8335 2.2492 -0.0001
H 4.1238 6.1751 6.9372 0.0000
H 3.5520 4.7405 7.0590 0.0000
C -2.6997 -1.9167 0.9242 -0.0029
C -2.4149 -2.7463 2.1491 0.0004
C -0.9333 -2.7549 2.5422 0.0001
O -0.2309 -3.5372 1.5139 0.0000
C 1.1677 -3.5017 1.7076 0.0003
N -3.2304 -2.1254 3.2002 0.0000
H -2.0744 -2.0687 0.0444 0.0013
H -2.5576 -0.8982 1.2856 0.0005
H -3.7181 -1.9988 0.5445 -0.0003
H -2.7948 -3.7599 2.0213 0.0000
H -0.8403 -3.3329 3.4617 0.0000
H -0.3756 -1.8487 2.7784 -0.0002
H 1.5067 -2.4659 1.7262 0.0000
H 1.7077 -4.0826 0.9598 -0.0003
H 1.4780 -3.9018 2.6729 0.0000
H -4.1901 -2.2949 2.9349 0.0000
H -2.9965 -2.6059 4.0572 0.0000
```

Its total energy is -103651.294 eV. The spin multiplicity is 2. The calculation puts the frontier orbital gap (alpha / beta) at 6.9 / 1.6 eV. Its total charge is +1. The expectation value of S² is 0.755. The calculation puts the LUMO energy (alpha / beta) at -2.79 / -8.10 eV. The HOMO energy (alpha / beta) is -9.7 / -9.7 eV. For the maximum force, the calculation gives 0.1693 Eh/bohr.

=====

No. 2
C16H20N2O4 in the gas phase, computed with the ωB97M-V functional and the def2-TZVPD basis.

Structure (XYZ):
```
42
Properties=species:S:1:pos:R:3:nbo_charge:R:1
C 5.2306 3.1328 1.0786 -0.6177
C 4.3789 2.0842 0.3797 -0.0593
O 4.7432 0.8132 0.8747 -0.5400
C 3.8779 -0.2355 0.5127 -0.0580
C 3.9924 -0.6581 -0.9565 -0.4335
H 5.0390 -0.8670 -1.1834 0.2128
C 3.1520 -1.9029 -1.2427 -0.2247
N 1.7489 -1.6527 -1.0328 -0.6205
C 1.0462 -2.2310 -0.0459 0.6704
O 1.4878 -3.1002 0.6910 -0.6659
C -0.3651 -1.7488 0.0866 -0.3465
C -1.1346 -2.4034 0.9983 0.1385
N -2.4176 -2.0876 1.2512 -0.5363
C -3.0384 -1.0560 0.5935 0.2676
C -4.3646 -0.7376 0.8640 -0.3163
C -4.9894 0.3084 0.1971 0.3444
C -4.2711 1.0446 -0.7546 -0.3241
C -2.9609 0.7257 -1.0187 -0.1059
C -2.3128 -0.3222 -0.3602 -0.2479
C -0.9142 -0.6356 -0.6724 0.5939
O -0.2869 0.0146 -1.5115 -0.6535
H -2.3939 1.2822 -1.7494 0.2407
H -4.7346 1.8607 -1.2845 0.2242
O -6.2815 0.5339 0.5355 -0.4854
C -6.9802 1.5802 -0.0998 -0.2544
H -7.9806 1.5660 0.3294 0.2044
H -7.0481 1.4195 -1.1800 0.1802
H -6.5158 2.5509 0.0979 0.1802
H -4.9278 -1.2972 1.5948 0.2193
H -2.9454 -2.6092 1.9366 0.4130
H -0.6998 -3.2227 1.5546 0.2461
H 1.3002 -0.8908 -1.5387 0.4340
H 3.4347 -2.7189 -0.5727 0.2285
H 3.3091 -2.2205 -2.2796 0.1958
H 3.6548 0.1547 -1.6033 0.1963
H 4.1595 -1.0738 1.1555 0.1914
H 2.8359 0.0405 0.7365 0.1628
H 3.3102 2.2673 0.5747 0.1594
H 4.5404 2.1390 -0.7072 0.1578
H 6.2819 2.9389 0.8858 0.2109
H 4.9755 4.1240 0.7139 0.2070
H 5.0640 3.0904 2.1514 0.2102
```

Its total energy is -28087.443 eV. The calculation puts the frontier orbital gap at 9.0 eV. The SMILES is CCOCCCNC(=O)c1c[nH]c2cc(OC)ccc2c1=O. As for the energy relative to the best compared isomer or geometry (same formula, charge and spin): 31.4 kcal per mole. The calculation puts the LUMO energy at 0.27 eV. The HOMO energy is -8.7 eV. For the maximum force, the calculation gives 0.0143 Eh/bohr.

=====

No. 3
A molecular structure, C3H3Cl3O2, computed with the ωB97M-V functional and the def2-TZVPD basis.

Structure (XYZ):
```
11
Properties=species:S:1:pos:R:3:nbo_charge:R:1
C -1.7693 0.6900 -0.4095 0.7894
C 1.4136 0.1532 0.2262 -0.7604
C 0.3540 -0.8215 0.1084 0.1821
O -1.3595 0.9304 -1.4939 -0.5685
O -1.3011 -0.0237 0.5873 -0.5531
Cl -3.3437 1.3430 0.2424 -0.1203
Cl 0.1196 -1.5824 -1.4123 0.1156
Cl 0.3758 -2.0773 1.2919 0.0943
H 2.2609 0.1569 -0.5163 0.2762
H 1.2421 1.2198 0.1681 0.2856
H 2.0076 0.0117 1.2078 0.2589
```

Its total energy is -44820.401 eV. The calculation puts the frontier orbital gap at 10.1 eV. As for the energy relative to the best compared isomer or geometry (same formula, charge and spin): 28.7 kcal per mole. The calculation puts the LUMO energy at -0.69 eV. The HOMO energy is -10.8 eV. For the maximum force, the calculation gives 0.0927 Eh/bohr.

=====

No. 4
CH8O2Si2 in the gas phase, computed with the ωB97M-V functional and the def2-TZVPD basis.

Structure (XYZ):
```
13
Properties=species:S:1:pos:R:3:nbo_charge:R:1
C -0.1564 0.2986 -0.0093 -0.1035
O -0.3539 1.2407 -1.0363 -0.7419
O -0.1081 0.9608 1.2770 -0.7777
Si -1.7497 -0.7584 0.0647 0.8709
Si 1.7836 -0.5233 -0.1121 0.7759
H 0.4319 1.7902 -1.1582 0.4678
H -0.0096 1.9057 1.1310 0.4755
H -2.8234 0.1358 0.4998 -0.1529
H -2.0199 -1.2920 -1.2698 -0.1651
H -1.5354 -1.8140 1.0521 -0.1640
H 1.8755 -1.3227 -1.3327 -0.1662
H 2.6557 0.6536 -0.2149 -0.1697
H 2.0099 -1.2752 1.1087 -0.1491
```

Its total energy is -21014.874 eV. The calculation puts the frontier orbital gap at 9.6 eV. The SMILES is OC(O)([SiH3])[SiH3]. As for the energy relative to the best compared isomer or geometry (same formula, charge and spin): 41.0 kcal per mole. The calculation puts the LUMO energy at 0.65 eV. The HOMO energy is -8.9 eV. For the maximum force, the calculation gives 0.0551 Eh/bohr.

=====

No. 5
2 unconnected molecules or ions with the total composition C4H12N2S2, computed with the ωB97M-V functional and the def2-TZVPD basis.

Structure (XYZ):
```
20
Properties=species:S:1:pos:R:3:nbo_charge:R:1
S 2.5462 -0.5380 2.8232 -0.2711
S 0.4378 -2.4049 -0.2945 0.1762
C 1.2601 -0.9836 0.1876 -0.5912
C 0.4211 0.2656 0.5141 -0.0877
C -0.3955 0.6950 -0.7215 -0.2236
N -1.8494 0.3410 -0.5555 -0.6016
C -2.4236 -0.0552 -1.8628 -0.4195
N 1.4227 1.2573 0.7970 -0.8432
H 1.4197 -0.0957 3.4010 0.1267
H 1.7672 -1.3286 1.1656 0.2907
H 2.0954 -0.6944 -0.4573 0.2528
H -0.1384 -0.1128 1.3995 0.1835
H -0.3159 1.7683 -0.8312 0.2079
H -0.0240 0.2051 -1.6227 0.1746
H -1.7213 -0.5241 -0.0521 0.3430
H -1.9563 -0.9673 -2.2380 0.1677
H -3.5027 -0.1879 -1.7831 0.2043
H -2.1980 0.7033 -2.5923 0.1916
H 2.0887 0.6858 1.3102 0.3551
H 1.0663 1.9710 1.4128 0.3640
```

Its total energy is -28988.698 eV. The calculation puts the frontier orbital gap at 5.3 eV. As for the energy relative to the best compared isomer or geometry (same formula, charge and spin): 107.3 kcal per mole. The calculation puts the LUMO energy at -3.69 eV. The HOMO energy is -9.0 eV. For the maximum force, the calculation gives 0.0731 Eh/bohr.

=====

No. 6
3 unconnected molecules or ions with the total composition C5H13NO2, computed with the ωB97M-V functional and the def2-TZVPD basis.

Structure (XYZ):
```
21
Properties=species:S:1:pos:R:3:nbo_charge:R:1
N 0.4510 -0.3849 -1.2952 -0.7230
C -0.2335 0.2869 -0.3745 0.4904
C 0.1492 1.7093 -0.2607 -0.7030
C -2.7321 -0.8244 2.2429 -0.6788
C -2.1280 0.1540 1.2821 0.0416
C -1.1684 -0.3507 0.4754 -0.3439
H -0.0687 -1.1726 -1.6751 0.3745
H 1.3611 -0.7823 -0.9304 0.5062
H 0.5965 2.0691 -1.1804 0.2837
H -0.7752 2.3066 -0.1938 0.2309
H -2.0782 -1.2666 2.9903 0.2558
H -3.1102 -1.6562 1.6532 0.2424
H -3.4810 -0.2768 2.8130 0.2287
H -2.4054 1.1991 1.2137 0.2159
H -1.2644 -1.4144 0.2988 0.2190
H 2.8926 -0.1897 -1.4110 0.4827
H 3.9199 -1.4276 -0.7639 0.4523
O 3.0439 -1.1668 -0.4710 -1.1968
H 3.5070 0.6256 -2.8461 0.4547
H 0.7101 2.0059 0.6239 0.2705
O 2.8139 0.5566 -2.1912 -1.1039
```

Its total energy is -10976.753 eV. The calculation puts the frontier orbital gap at 5.5 eV. As for the energy relative to the best compared isomer or geometry (same formula, charge and spin): 118.2 kcal per mole. The calculation puts the LUMO energy at -2.07 eV. The HOMO energy is -7.6 eV. For the maximum force, the calculation gives 0.0429 Eh/bohr.